Entry 1:
{"formula": "C31H67F3N3O17PS", "method": "ωB97M-V/def2-TZVPD", "orbital_gap_ev": 8.12, "e_lumo_ev": -0.285, "e_tot_ev": -100785.3125, "multiplicity": 1, "species": ["C", "C", "C", "C", "C", "C", "C", "C", "C", "O", "C", "C", "O", "C", "C", "C", "C", "C", "C", "C", "C", "C", "S", "C", "C", "C", "N", "C", "C", "C", "C", "C", "O", "C", "F", "F", "F", "C", "P", "O", "C", "N", "N", "H", "H", "H", "H", "H", "H", "H", "H", "H", "H", "H", "H", "H", "H", "H", "H", "H", "H", "H", "H", "H", "H", "H", "H", "H", "H", "H", "H", "H", "H", "H", "H", "H", "H", "H", "H", "H", "H", "H", "H", "H", "O", "H", "H", "O", "H", "H", "O", "H", "H", "O", "H", "H", "O", "H", "H", "O", "H", "H", "O", "H", "H", "O", "H", "H", "O", "H", "H", "O", "H", "H", "O", "H", "H", "O", "H", "H", "O", "H", "H"], "xyz": [[2.92980, 4.48585, 1.31270], [2.10102, 3.79496, 1.86797], [1.11285, 2.72128, 2.10126], [1.46691, 1.45695, 2.66064], [2.97013, 1.27106, 2.98465], [3.61822, 0.64148, 1.67286], [4.98969, 1.28997, 1.29291], [6.18809, 0.50492, 1.95176], [7.12016, -0.15138, 0.90022], [7.83345, 0.81680, 0.09943], [9.15038, 0.92850, 0.47903], [10.23690, 0.64555, -0.59267], [9.50055, 1.23499, 1.58868], [0.50555, 0.43396, 2.89917], [0.91777, -0.92403, 3.55463], [1.19371, -0.57679, 5.07243], [-0.25237, -1.95328, 3.52607], [0.00976, -3.27756, 4.30512], [-1.36570, -3.72833, 4.91020], [-0.84553, 0.67936, 2.52495], [-1.21170, 1.91272, 1.93048], [-0.23444, 2.92555, 1.74333], [-0.85375, 4.44763, 0.98290], [-1.96778, 3.73477, -0.26104], [-2.08860, 4.27818, -1.56435], [-1.35089, 5.52990, -2.07847], [0.10062, 5.56148, -1.80968], [0.42377, 6.80653, -1.10740], [-2.97318, 3.58992, -2.44925], [-3.69173, 2.44231, -2.03147], [-4.58911, 1.75718, -3.08484], [-3.77844, 0.76895, -4.01186], [-2.47883, 1.28825, -4.33807], [-3.59542, -0.63574, -3.40312], [-4.75356, -1.16585, -2.99370], [-3.10495, -1.50088, -4.36542], [-2.66768, -0.59884, -2.42275], [-3.57632, 1.93743, -0.71131], [-4.44140, 0.47036, -0.02612], [-5.80906, 0.22346, -0.58080], [-2.69763, 2.59991, 0.18766], [-2.58384, 2.09190, 1.53301], [-3.33788, 2.88196, 2.46930], [3.65224, 5.15592, 0.86490], [3.12589, 0.51454, 3.77340], [3.46874, 2.22950, 3.20307], [2.91942, 0.80693, 0.82321], [3.74919, -0.45658, 1.75198], [4.96525, 2.35165, 1.59810], [5.16653, 1.23985, 0.19550], [5.84575, -0.23841, 2.69884], [6.80839, 1.26339, 2.47782], [6.49066, -0.75974, 0.21497], [7.85230, -0.82246, 1.40058], [11.20232, 0.52436, -0.07015], [10.29735, 1.49641, -1.30404], [10.00775, -0.26861, -1.17301], [1.83380, -1.25330, 3.02774], [0.23018, -0.40205, 5.59566], [1.80098, 0.33949, 5.18171], [1.74911, -1.40178, 5.56452], [-0.55103, -2.11856, 2.46912], [-1.12517, -1.46487, 4.01627], [0.31000, -4.08814, 3.61222], [0.75641, -3.19897, 5.11377], [-1.33484, -4.79613, 5.22026], [-2.19081, -3.64367, 4.16915], [-1.65709, -3.12011, 5.80147], [-1.66160, -0.04298, 2.66156], [-1.47591, 5.52940, -3.18522], [-1.85470, 6.42037, -1.66673], [0.42006, 4.74044, -1.30737], [0.09271, 7.63963, -1.77026], [-0.13656, 6.95267, -0.15142], [1.50765, 6.96041, -0.94989], [-3.07155, 3.95846, -3.48342], [-5.50823, 1.29941, -2.67876], [-4.92256, 2.56140, -3.77896], [-4.35103, 0.74616, -4.96394], [-1.82347, 0.57770, -4.36733], [-3.56509, -0.64035, -0.15054], [-4.54517, 0.70228, 1.37325], [-2.76655, 3.16444, 3.26129], [-3.78909, 3.67741, 2.02671], [-3.66511, 7.09139, -2.57132], [-4.32552, 7.79287, -2.59535], [-4.18513, 6.28110, -2.51081], [-1.68803, -3.89005, -3.88836], [-2.33705, -3.17532, -3.90102], [-2.22335, -4.69298, -3.84109], [-4.16497, -2.08133, 2.51589], [-4.36843, -2.91820, 2.08453], [-5.02874, -1.66511, 2.64303], [-7.46824, -1.94109, 0.77480], [-7.05815, -1.14248, 0.40939], [-7.84157, -1.65196, 1.61394], [-1.14225, -2.84217, 7.77508], [-1.26334, -3.58948, 8.37126], [-1.16945, -2.07303, 8.35529], [-2.05757, -6.40280, -2.55637], [-2.11015, -6.47146, -1.59704], [-1.19762, -5.99275, -2.71405], [1.29238, -3.70905, -5.45031], [0.40859, -3.67800, -5.05925], [1.86774, -3.92808, -4.70964], [3.96156, -3.31189, -7.32960], [4.26725, -4.22137, -7.42672], [3.27718, -3.36956, -6.65158], [-0.85282, -9.20077, -3.19740], [-1.50271, -8.48653, -3.21036], [-1.38294, -10.00284, -3.15234], [-3.61089, 1.16318, -7.25118], [-2.76123, 0.93394, -7.64158], [-3.38177, 1.57077, -6.40678], [-5.43030, -0.19312, 4.21297], [-5.23368, 0.64673, 3.77837], [-4.59292, -0.45000, 4.61598], [0.27516, -5.69935, 2.19231], [-0.62150, -6.02863, 2.06708], [0.79461, -6.17377, 1.53393], [6.92781, -3.35923, -8.07477], [6.04445, -3.33849, -7.68460], [7.50690, -3.57591, -7.33734]]}

Entry 2:
{"formula": "C31H68IN2O7", "method": "ωB97M-V/def2-TZVPD", "orbital_gap_ev": 8.56, "e_lumo_ev": -2.643, "e_tot_ev": -58654.7911, "charge": 1, "multiplicity": 1, "species": ["C", "C", "C", "C", "C", "C", "C", "O", "C", "N", "C", "C", "C", "O", "C", "C", "N", "C", "C", "C", "O", "C", "C", "C", "O", "I", "H", "H", "H", "H", "H", "H", "H", "H", "H", "H", "H", "H", "H", "H", "H", "H", "H", "H", "H", "H", "H", "H", "H", "H", "H", "H", "H", "H", "H", "H", "H", "H", "H", "H", "H", "H", "H", "H", "C", "C", "O", "C", "C", "H", "H", "H", "H", "H", "H", "H", "H", "H", "H", "C", "C", "O", "C", "C", "H", "H", "H", "H", "H", "H", "H", "H", "H", "H", "C", "C", "O", "C", "C", "H", "H", "H", "H", "H", "H", "H", "H", "H", "H"], "xyz": [[5.12555, 2.13188, 1.63857], [4.40708, 1.57856, 0.39493], [5.34381, 1.63486, -0.81033], [3.81932, 0.15759, 0.61758], [2.28544, 0.25941, 0.76721], [1.94939, 0.84476, 2.16809], [1.61292, -1.09276, 0.54421], [0.22614, -1.16102, 0.90956], [-0.65588, -0.94361, -0.11485], [-0.58325, 0.42571, -0.73192], [-0.85556, 1.54053, 0.22968], [-1.76023, 1.08821, 1.40781], [-2.80504, 0.13957, 0.84490], [-3.85513, -0.28305, 1.67310], [-4.05910, 0.29256, 2.94973], [-4.70021, 1.70784, 2.94821], [-4.71127, 2.34423, 1.62775], [-5.92496, 2.14332, 0.85292], [-5.53917, 2.42047, -0.59033], [-4.86252, 3.76910, -0.79723], [-6.65743, 2.31611, -1.47012], [-2.11871, -1.15935, 0.23960], [-2.38715, -2.42524, 1.03376], [-1.91125, -2.42654, 2.46290], [-1.44464, -1.56054, 3.05422], [-2.13091, -4.34690, 3.47682], [5.17056, 3.21137, 1.50120], [4.52582, 1.97910, 2.52950], [6.14392, 1.76482, 1.73170], [3.61949, 2.30435, 0.18389], [4.86301, 1.28676, -1.72142], [6.28355, 1.12310, -0.61517], [5.57579, 2.68695, -0.98070], [4.02606, -0.39439, -0.30154], [4.25212, -0.30141, 1.50182], [1.99148, 0.97237, -0.00678], [2.80926, 0.67159, 2.80273], [1.06569, 0.37838, 2.59291], [1.78235, 1.91416, 2.07907], [2.18034, -1.82961, 1.10491], [1.69730, -1.37828, -0.51452], [-0.40941, -1.65944, -0.91019], [-1.33363, 0.44926, -1.42947], [0.27950, 0.53727, -1.26931], [-1.43598, 2.27738, -0.31872], [0.03153, 1.99634, 0.64197], [-2.14819, 2.01466, 1.81579], [-1.10412, 0.64461, 2.15155], [-3.26097, 0.66932, -0.00318], [-3.20119, 0.26396, 3.62097], [-4.77852, -0.36053, 3.43675], [-4.19300, 2.37494, 3.64272], [-5.72360, 1.64342, 3.32888], [-4.50707, 3.32206, 1.77439], [-6.26684, 1.11370, 0.88798], [-6.70227, 2.85397, 1.14753], [-4.80634, 1.66823, -0.91000], [-5.50360, 4.61317, -0.53933], [-3.94396, 3.86585, -0.22028], [-4.56997, 3.89824, -1.83754], [-6.33209, 1.89774, -2.27482], [-2.61890, -1.30697, -0.72132], [-3.44450, -2.66579, 1.04690], [-1.90675, -3.26829, 0.53347], [-4.47248, -1.45659, -2.31173], [-3.35319, -1.01806, -3.23840], [-2.14651, -1.74259, -3.05460], [-2.21735, -3.15026, -3.27452], [-2.64580, -3.53217, -4.67733], [-4.15173, -1.37071, -1.26973], [-5.35220, -0.82851, -2.46074], [-4.77289, -2.49026, -2.48077], [-3.10324, 0.02649, -3.03006], [-3.66994, -1.05528, -4.28480], [-2.86670, -3.61698, -2.52665], [-1.21345, -3.53454, -3.09347], [-3.65296, -3.18182, -4.90893], [-2.63689, -4.61641, -4.78607], [-1.96943, -3.09677, -5.41498], [-0.17817, -8.19680, -4.80166], [-0.28216, -6.76439, -4.31071], [-1.16673, -6.59553, -3.21300], [-0.84773, -7.31693, -2.03480], [0.50924, -6.96914, -1.44699], [-1.16110, -8.57713, -5.08255], [0.47893, -8.25028, -5.67026], [0.22726, -8.86244, -4.03864], [-0.68112, -6.14000, -5.11175], [0.70691, -6.36093, -4.06628], [-0.92943, -8.39357, -2.21566], [-1.62502, -7.06544, -1.31193], [1.32513, -7.21228, -2.12863], [0.67299, -7.52342, -0.52240], [0.56885, -5.90003, -1.23123], [8.65156, 5.66548, 2.59759], [7.22955, 5.57674, 2.07337], [6.27118, 5.24333, 3.06423], [6.15654, 6.14514, 4.15291], [5.76537, 7.55568, 3.74753], [8.94572, 4.72555, 3.06688], [9.34165, 5.87968, 1.78064], [8.76455, 6.45488, 3.34155], [7.17287, 4.78208, 1.32702], [6.94157, 6.50258, 1.56333], [7.08148, 6.15054, 4.73922], [5.38244, 5.73231, 4.80088], [6.51482, 8.01954, 3.10497], [5.65150, 8.18398, 4.63133], [4.82196, 7.54713, 3.19875]]}